12
Properties=species:S:1:pos:R:3:forces:R:3:nbo_charge:R:1 method="wB97M-V/def2-TZVPD" lumo_ev=-1.790 e_tot_ev=-23317.135 fmax_ha_per_bohr=0.1547 e_homo_ev=-10.29 spin_multiplicity=1 gap_ev=8.50
O 3.372658 0.575013 0.554922 -1.0 -1.4 0.6 -0.848
S 2.188487 -0.138305 0.091510 1.8 7.5 1.9 2.051
O 2.361397 -1.206124 -0.746438 -0.1 -4.4 -2.7 -0.850
C 0.970955 0.999979 -0.212452 -1.2 -2.0 0.5 -0.563
C -0.291570 0.315540 -0.624381 1.3 -2.0 -1.5 -0.150
O -0.855710 -0.154015 0.589957 -1.9 -1.3 1.1 -0.411
N -2.271360 -0.360821 0.511953 0.3 1.2 -0.1 0.029
F -2.520344 -1.667068 0.070770 0.4 -0.3 0.1 -0.264
H 0.604353 1.537140 0.645206 1.2 1.0 0.6 0.239
H -0.940790 1.050416 -1.038082 -0.6 0.4 -0.8 0.217
H 0.019035 -0.552172 -1.335845 -1.3 1.4 1.0 0.205
H -2.637116 -0.399578 1.492883 1.1 -0.1 -0.8 0.344